DFT (ωB97M-V with the def2-TZVPD basis set) results for 6 unconnected molecules or ions with the total composition H13NO5 in a non-equilibrium geometry.

Cartesian coordinates (Å):
N1 -2.516779 -0.038245 -0.985331
H1 -2.194966 -1.007257 -0.798416
H2 -3.194153 -0.072460 -1.728887
H3 -3.213498 0.115376 -0.203443
O1 2.449367 0.346872 2.110261
H4 2.686190 1.298893 2.116108
H5 2.226087 0.096986 3.082112
O2 4.271606 1.032993 -1.320689
H6 3.999176 0.121609 -1.664994
H7 3.718443 1.131915 -0.532863
O3 0.012651 0.663154 -2.318099
H8 -0.836584 0.796599 -2.621605
H9 0.533453 1.421744 -2.659821
O4 -3.063817 0.069851 2.343461
H10 -2.614893 -0.474410 2.920227
H11 -2.733113 0.993140 2.357847
O5 0.066468 -2.404826 -0.280992
H12 -0.517931 -1.751634 0.041632
H13 0.922293 -2.340299 0.143492

Forces on the atoms, in the same order (eV/Å):
N -1.3831 -0.3491 1.9496
H -0.3879 0.7912 -0.5869
H 0.0893 -0.4359 -0.8752
H 1.3735 -0.0569 -0.5617
O -0.3982 0.0108 2.3119
H -0.2851 -0.8983 0.2797
H 0.6875 0.8959 -2.5951
O -0.7688 -1.9309 -0.5072
H 0.5888 1.9381 0.6801
H 0.1284 -0.0445 -0.1767
O 3.7275 0.4322 0.4868
H -2.9949 0.4139 -0.7356
H -0.4802 -0.7962 0.3080
O -1.7340 2.5639 -2.3750
H 1.7493 -1.3580 2.0233
H -0.0164 -1.2111 0.3145
O 0.5859 -1.6587 -0.8968
H -0.3865 1.2846 0.7424
H -0.0953 0.4091 0.2139

The SMILES is N.O.O.O.O.O. For the total energy, the calculation gives -11937.7653 eV. As for the HOMO-LUMO gap: 10.476 eV. As for the energy above the lowest of the compared OMol25 structures with the same formula, charge and spin: 48.65 kcal per mole. The highest occupied orbital energy is -10.28 eV.



DFT (ωB97M-V with the def2-TZVPD basis set) results for 4 unconnected molecules or ions with the total composition C27H53F14PS in a non-equilibrium geometry.

Cartesian coordinates (Å):
F1 -4.070863 5.841183 0.234743
C1 -2.858335 6.470566 0.462323
F2 -2.731004 6.619519 1.859467
F3 -2.836334 7.751479 -0.127298
C2 -1.586272 5.680309 -0.082827
F4 -0.497602 6.541852 -0.382754
F5 -1.217003 4.759447 0.927322
C3 -1.863115 4.853679 -1.433229
C4 -0.992263 3.508399 -1.324462
C5 -0.876387 2.725056 -2.710275
P1 -0.358023 0.931912 -2.404607
C6 0.699332 0.761436 -0.825010
C7 0.750319 -0.805026 -0.491774
C8 0.931601 -1.131617 1.060381
F6 2.072558 -2.002882 1.105213
F7 1.360928 -0.006768 1.814514
C9 -0.238543 -1.956573 1.730894
F8 0.179088 -2.311996 3.028171
F9 -0.323552 -3.184836 1.033934
S1 -1.928527 -1.197903 1.793392
F10 -2.539286 -2.684165 2.296429
F11 -1.681715 -0.858625 3.419143
F12 -1.428785 0.312015 1.369326
F13 -2.330845 -1.637102 0.252178
F14 -3.456251 -0.586151 1.966599
H1 -1.576763 5.472544 -2.339194
H2 -2.950508 4.560295 -1.561091
H3 -1.489226 2.784761 -0.587266
H4 0.074608 3.762017 -1.003755
H5 -0.181665 3.228844 -3.469897
H6 -1.901782 2.678027 -3.225568
H7 0.567968 0.606084 -3.466814
H8 1.753825 1.123721 -1.095765
H9 0.357302 1.418656 0.028981
H10 -0.165922 -1.279196 -0.960880
H11 1.647347 -1.221057 -1.070289
C10 2.203220 -4.968095 0.517888
C11 2.616639 -6.418739 0.733515
C12 3.999765 -6.559609 1.371093
C13 5.157141 -5.999839 0.537189
C14 5.296086 -6.603303 -0.861459
C15 5.587479 -8.097551 -0.840573
H12 2.883015 -4.451748 -0.164338
H13 1.201981 -4.922132 0.085255
H14 2.188604 -4.425057 1.465442
H15 2.575443 -6.957747 -0.217458
H16 1.881452 -6.897338 1.388867
H17 4.182166 -7.616981 1.586947
H18 3.997564 -6.051244 2.341531
H19 6.090204 -6.161815 1.088862
H20 5.049900 -4.914114 0.444231
H21 6.115775 -6.093912 -1.379351
H22 4.395962 -6.411238 -1.453347
H23 6.513562 -8.306062 -0.299833
H24 5.700409 -8.473892 -1.860940
H25 4.778905 -8.661684 -0.371239
C16 0.193440 6.432494 7.950745
C17 -0.360641 6.859765 6.597069
C18 -1.887127 6.794392 6.525732
C19 -2.484609 5.394944 6.707401
C20 -1.990367 4.347627 5.708281
C21 -2.347945 4.683111 4.266960
H26 -0.055922 5.393662 8.179131
H27 1.281971 6.520694 7.958106
H28 -0.203564 7.065344 8.749108
H29 0.087019 6.249143 5.807871
H30 -0.047467 7.890654 6.401550
H31 -2.213027 7.209724 5.567005
H32 -2.307666 7.450718 7.295672
H33 -3.575192 5.472551 6.631333
H34 -2.280769 5.038511 7.722481
H35 -2.440532 3.382871 5.965578
H36 -0.908227 4.212114 5.797991
H37 -3.430225 4.768987 4.144042
H38 -1.993526 3.894161 3.597777
H39 -1.888299 5.618091 3.942807
C22 0.514082 -2.500556 -4.438786
C23 0.066992 -1.548367 -5.541042
C24 -1.454092 -1.430228 -5.649062
C25 -2.180517 -2.730073 -6.011008
C26 -1.733588 -3.375562 -7.323804
C27 -1.991002 -2.495713 -8.539434
H40 0.162981 -3.519066 -4.618891
H41 1.604865 -2.530605 -4.385903
H42 0.135278 -2.172171 -3.466275
H43 0.496932 -1.863735 -6.495863
H44 0.479110 -0.555489 -5.333000
H45 -1.695974 -0.658285 -6.386486
H46 -1.851370 -1.068228 -4.694106
H47 -3.255013 -2.521543 -6.064784
H48 -2.057527 -3.456160 -5.200732
H49 -2.278844 -4.316709 -7.450970
H50 -0.673140 -3.641798 -7.279026
H51 -3.054255 -2.263084 -8.633488
H52 -1.676348 -3.010876 -9.450985
H53 -1.435472 -1.557109 -8.485537

Forces on the atoms, in the same order (eV/Å):
F 2.4507 1.3072 0.1746
C 0.3777 1.4806 1.3455
F -0.4960 -0.0004 -3.0044
F -0.6028 -2.7330 1.2394
C 0.2105 -1.3970 -1.4489
F -2.0248 -1.3584 1.3587
F -0.4242 2.0266 -1.4076
C 0.3280 -0.7413 0.4815
C 0.1480 -0.1719 -0.8909
C 0.0243 0.9133 -0.5244
P -0.9191 -0.5500 0.2721
C 1.4795 0.4539 -0.4861
C 0.1155 0.9003 -0.4435
C 2.6889 0.2457 -1.2473
F -2.1340 1.2260 0.3864
F -1.5326 -2.1585 -1.2049
C 2.7645 -2.9269 0.8572
F -1.0552 0.8647 -2.6143
F -0.1354 2.8069 1.1004
S -4.1188 -0.3505 2.3244
F 0.9998 2.0755 -0.7917
F -0.3623 0.1737 -2.6110
F -0.3967 -2.2404 0.2413
F 1.1561 1.1319 1.9081
F 2.2201 -0.7321 -0.4215
H -0.1727 -0.6161 1.2743
H 1.2385 0.4919 0.4061
H 0.8068 1.2563 -0.8186
H -1.5606 -0.3960 -0.1519
H -0.8823 -0.4496 1.2866
H 1.4036 -0.0895 0.8202
H -0.0809 0.6247 0.7296
H -1.3737 -0.5640 0.7260
H 0.0986 -0.9410 -1.0860
H 0.9134 0.3169 0.9785
H -1.2463 0.3422 1.2222
C -0.0479 -0.1711 -0.0797
C 0.0204 0.0717 0.1138
C 0.0290 -0.0953 -0.0372
C -0.0626 0.0976 -0.0147
C 0.1255 0.0400 0.1002
C -0.0604 -0.0472 -0.2218
H -0.0257 0.0156 0.0585
H 0.0489 0.0643 0.0233
H 0.0272 -0.0246 -0.0880
H 0.0414 -0.0348 0.0269
H 0.0490 -0.0202 -0.0564
H 0.0280 0.0362 -0.0003
H -0.0298 -0.0127 -0.0329
H -0.0275 -0.0046 -0.0461
H -0.0110 -0.0435 0.0320
H -0.0760 0.0041 0.0146
H 0.0073 0.0214 0.0480
H -0.0450 -0.0233 0.0225
H 0.0245 -0.0471 0.0980
H 0.0516 0.0041 0.0067
C 0.1209 -0.0320 -0.0680
C -0.0860 0.1000 0.1060
C -0.0207 -0.0178 -0.1042
C 0.0721 -0.0164 0.0936
C -0.1754 -0.0128 0.0436
C 0.1851 -0.1467 -0.0397
H 0.0124 0.0591 0.0227
H -0.0368 -0.0176 0.0831
H 0.0063 -0.0671 -0.0101
H -0.0480 0.0093 -0.0161
H -0.0189 -0.0646 -0.0445
H -0.0172 -0.0266 0.0283
H 0.0397 -0.0059 -0.0198
H 0.0459 -0.0213 -0.0172
H -0.0102 0.0433 -0.0312
H 0.0663 0.0452 0.0256
H -0.0278 0.0268 0.0338
H 0.0230 0.0565 -0.0169
H -0.0632 0.0887 -0.0288
H -0.0453 -0.0544 0.0165
C 0.1589 0.0058 -0.0762
C -0.1139 0.0208 0.1231
C -0.0406 0.0432 -0.0716
C 0.0732 -0.0594 0.0687
C -0.1581 0.0082 0.0533
C 0.1444 -0.1082 -0.1461
H 0.0161 0.0478 0.0594
H -0.0300 -0.0562 0.0662
H -0.0390 -0.0521 -0.0284
H -0.0307 0.0196 -0.0054
H -0.0138 -0.0405 -0.1024
H -0.0180 -0.0322 0.0081
H 0.0549 -0.0015 -0.0098
H 0.0476 -0.0173 -0.0164
H -0.0083 0.0544 -0.0126
H 0.0675 0.0323 0.0338
H -0.0276 0.0125 0.0390
H 0.0325 0.0440 0.0066
H -0.0615 0.0924 0.0155
H -0.0494 -0.0115 -0.0091

The SMILES is FC(F)(F)C(F)(F)CCCPCCC(F)(F)C(F)(F)S(F)(F)(F)(F)F.CCCCCC.CCCCCC.CCCCCC. For the total energy, the calculation gives -87024.2054 eV. As for the HOMO-LUMO gap: 7.768 eV. As for the energy above the lowest of the compared OMol25 structures with the same formula, charge and spin: 68.53 kcal per mole. The highest occupied orbital energy is -8.87 eV.



DFT (ωB97M-V with the def2-TZVPD basis set) results for C3H4N2S in the gas phase in a non-equilibrium geometry.

Cartesian coordinates (Å):
N1 2.466810 -0.011474 -0.767303
C1 1.817478 0.193748 0.163946
N2 0.770628 0.377779 0.909410
C2 -0.552869 0.170604 0.467066
C3 -0.997500 -0.294618 -0.831282
S1 -1.170584 -1.543413 0.388857
H1 1.072604 0.871796 1.692007
H2 -1.350050 0.807278 0.880085
H3 -1.869992 0.052135 -1.407076
H4 -0.186526 -0.623837 -1.495712

Forces on the atoms, in the same order (eV/Å):
N 0.9555 -0.1344 0.0874
C 0.2232 -0.7631 -2.9072
N -0.0601 0.3152 0.1382
C -2.0972 0.3450 1.2147
C 1.4600 -0.5338 -2.9472
S -0.6548 -0.9535 1.2012
H -0.9912 0.9236 1.9951
H 1.0673 -0.0040 0.4548
H 0.3795 0.2393 0.7918
H -0.2822 0.5658 -0.0288

The SMILES is N#CN[C@H]1CS1. For the total energy, the calculation gives -16989.2119 eV. As for the HOMO-LUMO gap: 9.692 eV. As for the energy above the lowest of the compared OMol25 structures with the same formula, charge and spin: 52.56 kcal per mole. The highest occupied orbital energy is -9.12 eV.